{"formula": "C31H31CaClFIN4NaO12P", "method": "ωB97M-V/def2-TZVPD", "orbital_gap_ev": 1.1, "e_lumo_ha": -0.201, "e_tot_ha": -4360.1771, "species": ["C", "C", "C", "C", "C", "C", "C", "C", "C", "C", "P", "O", "C", "C", "C", "N", "C", "C", "C", "O", "I", "C", "N", "C", "H", "H", "H", "H", "H", "H", "H", "H", "H", "H", "H", "H", "H", "H", "H", "H", "N", "O", "O", "O", "C", "C", "C", "O", "C", "C", "C", "O", "O", "O", "H", "H", "H", "H", "C", "N", "O", "O", "H", "H", "H", "Ca", "C", "C", "C", "C", "C", "C", "H", "H", "H", "H", "H", "H", "Cl", "O", "H", "H", "Na", "F"], "xyz": [[-1.329, 0.689, -1.482], [-0.902, 1.073, -2.896], [-1.650, 2.054, -3.508], [-1.371, 2.491, -4.793], [-0.281, 1.921, -5.415], [0.471, 0.941, -4.808], [0.185, 0.466, -3.542], [1.032, -0.641, -2.890], [0.503, -2.053, -3.164], [0.696, -2.726, -4.337], [1.648, -2.091, -5.775], [0.813, -1.571, -6.876], [0.140, -4.036, -4.529], [-0.566, -4.607, -3.537], [-0.768, -3.989, -2.281], [-1.504, -4.673, -1.350], [-1.621, -3.934, -0.236], [-2.430, -4.492, 0.964], [-1.760, -5.594, 1.715], [-2.026, -6.863, 1.424], [-0.417, -5.216, 3.298], [-1.055, -2.662, -0.034], [-0.361, -2.041, -0.946], [-0.225, -2.706, -2.109], [-1.809, -0.295, -1.470], [-2.064, 1.419, -1.128], [-0.496, 0.765, -0.776], [-2.499, 2.523, -3.015], [-1.966, 3.241, -5.299], [-0.020, 2.239, -6.424], [1.309, 0.568, -5.393], [1.110, -0.449, -1.817], [2.050, -0.540, -3.286], [2.378, -3.230, -6.208], [2.560, -1.156, -5.238], [0.281, -4.556, -5.475], [-1.002, -5.594, -3.706], [-2.672, -3.635, 1.642], [-3.377, -4.920, 0.542], [-1.194, -2.158, 0.925], [-0.230, 3.031, 1.063], [0.635, 2.586, 0.297], [0.097, 3.759, 2.019], [-1.432, 2.753, 0.889], [3.451, -6.438, 3.047], [3.673, -6.076, 4.311], [4.841, -6.587, 5.091], [4.980, -6.193, 6.244], [5.734, -7.516, 4.447], [5.531, -7.896, 3.162], [4.357, -7.364, 2.367], [4.173, -7.717, 1.225], [6.335, -8.738, 2.567], [2.849, -5.232, 4.957], [2.603, -6.073, 2.484], [6.565, -7.887, 5.028], [6.005, -8.824, 1.649], [3.219, -5.130, 5.855], [-2.164, 6.853, -3.178], [-2.786, 5.582, -3.637], [-3.288, 4.867, -2.797], [-2.744, 5.351, -4.828], [-2.276, 6.923, -2.102], [-1.116, 6.823, -3.459], [-2.681, 7.668, -3.677], [-2.053, -7.342, -0.396], [-1.274, 8.187, 5.047], [-2.400, 8.242, 4.269], [-2.639, 7.247, 3.295], [-1.746, 6.199, 3.120], [-0.609, 6.132, 3.901], [-0.358, 7.131, 4.869], [-1.086, 8.948, 5.793], [-3.110, 9.049, 4.400], [-3.529, 7.302, 2.681], [-1.934, 5.434, 2.377], [0.087, 5.315, 3.768], [0.542, 7.086, 5.469], [-0.111, 5.516, 6.857], [-3.049, 11.643, 3.518], [-3.007, 10.805, 3.047], [-2.631, 11.460, 4.366], [-3.890, -3.796, 2.830], [6.661, -7.042, 0.994]]}